The following is a DFT calculation (wB97M-V/def2-TZVPD) of a molecular structure, C46H36Cl4GeN6O3SY in a non-equilibrium geometry.

Structure (ORCA input):
```
! wB97M-V def2-TZVPD RIJCOSX def2/J DEFGRID3
* xyz 3 1
Y -1.18466 -0.18423 -0.07092
O 3.04182 1.42462 0.93052
S 2.08018 0.33602 0.85518
O 1.68950 0.07249 -0.62967
N 0.58060 0.51807 1.41443
C 0.40435 1.30891 2.56787
C 1.31130 1.48322 3.61325
C 1.17719 2.58092 4.46526
C 0.14416 3.49703 4.35337
C -0.84321 3.30748 3.36513
C -1.84419 4.25432 3.04622
C -2.64264 4.06006 1.95376
C -2.41927 2.94557 1.14875
N -1.61612 1.92545 1.47063
C -0.74896 2.14372 2.52961
C 2.87865 -1.10262 1.59853
C 4.26091 -1.14194 1.49018
C 4.96998 -2.08658 2.22469
C 4.30289 -2.94006 3.08593
C 2.92972 -2.87398 3.19765
C 2.19754 -1.94908 2.46022
H 2.15458 0.83165 3.73414
H 1.95033 2.77062 5.20615
H 0.13086 4.36933 4.98253
H -1.91061 5.14353 3.64576
H -3.40897 4.77361 1.67281
H -2.95803 2.92361 0.20741
H 4.74485 -0.46321 0.79784
H 6.04172 -2.14614 2.11240
H 4.86482 -3.66475 3.66847
H 2.42490 -3.52611 3.88238
H 1.12987 -1.90339 2.56866
C -3.09993 -2.22735 3.86829
C -2.63371 -1.36005 2.88598
N -1.90213 -1.73339 1.82177
C -1.48499 -3.03237 1.75702
C -1.90457 -3.98158 2.76624
C -2.73895 -3.56014 3.83373
C -1.40595 -5.32586 2.70602
C -0.50014 -5.68654 1.74337
C -0.08186 -4.77359 0.71923
C 0.84022 -5.15037 -0.27728
C 1.18403 -4.22247 -1.25094
C 0.68400 -2.93604 -1.15699
N -0.19313 -2.51563 -0.22289
C -0.58701 -3.43033 0.73308
H -3.76353 -1.85279 4.63719
H -2.80951 -0.30062 3.00898
H -3.07474 -4.25979 4.59164
H -1.72209 -6.03414 3.45805
H -0.11505 -6.70565 1.70571
H 1.32526 -6.11049 -0.25151
H 1.87536 -4.44968 -2.04456
H 1.12378 -2.18135 -1.80306
Cl -4.01860 2.52487 -3.51323
C -2.45453 3.32156 -3.08579
Cl -2.69659 4.82027 -2.11930
Cl -1.44006 3.64896 -4.54401
C -1.65472 2.40095 -2.24138
N -1.06058 1.70053 -1.51941
Ge 2.93733 0.67266 -2.08235
C 1.95963 0.00991 -3.59642
C 2.41970 -1.21638 -4.09135
C 1.82516 -1.79013 -5.19400
C 0.78141 -1.14254 -5.84525
C 0.31417 0.07394 -5.35428
C 0.93827 0.67325 -4.25086
C 3.13560 2.61956 -1.95729
C 2.15183 3.53840 -2.34986
C 2.42467 4.89743 -2.29873
C 3.66544 5.36304 -1.88912
C 4.64261 4.43409 -1.53402
C 4.38006 3.07189 -1.55903
H 4.17296 -0.13343 -1.62644
H 3.26237 -1.69177 -3.61347
H 2.21965 -2.73949 -5.57751
H 0.30465 -1.56569 -6.70708
H -0.53555 0.55852 -5.81203
H 0.59654 1.62181 -3.87985
H 1.19264 3.19531 -2.70114
H 1.66134 5.61470 -2.57098
H 3.87650 6.41905 -1.83111
H 5.63798 4.77171 -1.26620
H 5.14927 2.34222 -1.31383
Cl -6.24305 -1.36426 -3.09654
C -5.57890 -0.60075 -1.69804
C -6.38648 0.10604 -0.79615
C -5.79476 0.66900 0.32589
C -4.43497 0.51128 0.50057
N -3.61413 -0.12057 -0.35971
C -4.20676 -0.73125 -1.41015
H -7.43984 0.26199 -1.02223
H -6.35689 1.23888 1.06282
H -3.97428 0.91851 1.38122
H -3.59827 -1.31496 -2.09087
O -1.21423 -0.88928 -2.22695
H -0.60601 -1.50261 -2.66419
H -1.18996 -0.05513 -2.75854
*
```

The calculation puts the energy above the lowest of the compared OMol25 structures with the same formula, charge and spin at 0.0 kcal per mole. The gap between HOMO and LUMO comes out at 7.0101 eV.

Here are the Löwdin charges for atoms 1 to 8, given in e:
1. Y 1.523
2. O -0.257
3. S 0.727
4. O -0.510
5. N -0.241
6. C -0.265
7. C -0.001
8. C -0.031